# 1
A cluster of 2 separate species, C6H16 in total in a non-equilibrium geometry, computed with the ωB97M-V functional and the def2-TZVPD basis.

The geometry in XYZ format:
```
22
C6H16 the ωB97M-V functional and the def2-TZVPD basis
C 0.8586 -1.9053 1.2753
C 0.9743 -1.7653 -0.2632
C 0.0999 -2.6635 -1.1432
H 0.0770 -1.3000 1.7298
H 0.9050 -2.9356 1.6160
H 1.7597 -1.3915 1.6348
H 2.0396 -1.9492 -0.4127
H 0.8440 -0.7372 -0.5425
H -0.6666 -2.0511 -1.5965
H -0.4682 -3.4331 -0.6273
H 0.6796 -2.9826 -2.0072
C 0.1991 3.0458 -0.3402
C -1.0688 2.1911 -0.3936
C -1.1323 1.1618 0.7521
H 1.0545 2.3767 -0.2265
H 0.1704 3.8120 0.4296
H 0.3566 3.5097 -1.3178
H -1.9514 2.7937 -0.4184
H -1.0984 1.6846 -1.3596
H -0.2357 1.2195 1.3763
H -1.9862 1.2639 1.4186
H -1.0733 0.1851 0.3321
```

Summary:
Highest occupied orbital energy: -11.17 eV
Structure (SMILES): CCC.CCC
Kohn-Sham gap: 12.27 eV
Energy: -238.1702 Ha
ΔE to the lowest compared entry with this formula, charge and spin: 16.5 kcal per mole
Spin multiplicity: 1
Maximum force: 1.48 eV/Å



# 2
A cluster of 2 separate species, C6H16 in total in a non-equilibrium geometry, computed with the ωB97M-V functional and the def2-TZVPD basis.

The geometry in XYZ format:
```
22
C6H16 the ωB97M-V functional and the def2-TZVPD basis
C 0.6875 3.0760 -0.0250
C 1.1461 1.6280 -0.2654
C 2.6495 1.3909 0.0087
H -0.3792 3.1559 -0.2247
H 1.0421 3.3838 0.9546
H 1.1705 3.7102 -0.7720
H 0.5292 0.9356 0.2910
H 1.0581 1.4230 -1.3326
H 3.2282 1.7816 -0.8262
H 2.9907 2.0194 0.8385
H 2.7978 0.3320 0.1782
C -2.3413 -2.1599 1.1000
C -1.7222 -2.4881 -0.2852
C -0.5192 -1.5941 -0.5876
H -3.4249 -2.0881 1.0019
H -2.1073 -1.1352 1.4191
H -2.0683 -2.8080 1.9301
H -1.4673 -3.5373 -0.2785
H -2.4873 -2.1827 -0.9599
H 0.2646 -1.5773 0.1574
H 0.0118 -2.0419 -1.4425
H -0.8044 -0.6719 -1.0909
```

Summary:
Highest occupied orbital energy: -11.18 eV
Structure (SMILES): CCC.CCC
Kohn-Sham gap: 12.27 eV
Energy: -238.1660 Ha
ΔE to the lowest compared entry with this formula, charge and spin: 19.2 kcal per mole
Spin multiplicity: 1
Maximum force: 2.51 eV/Å



Among the records above, which one has the lowest highest occupied orbital energy? number 2



What is the Kohn-Sham gap in the first record? 12.27 eV